Entry 1:
A molecular structure, C35H80Br9Cl6O20P5. Source: OMol25; level of theory: ωB97M-V/def2-TZVPD.

Each line ends with the Löwdin charge.
Element x y z (Å)
Br 2.10 1.88 5.49  0.4974
Br -2.09 4.72 2.24  0.6036
Br -3.45 1.73 2.27  0.6377
Br 0.00 4.35 6.25  0.5530
Br 3.05 4.63 2.93  0.5193
Br 5.54 5.02 1.04  0.4973
Br 0.80 2.02 8.40  0.5153
Br 4.84 2.08 2.06  0.5283
Br -3.55 3.31 4.95  0.5597
Cl 4.23 -3.03 3.55  0.6059
Cl 6.99 -3.65 3.67  0.5655
Cl 5.54 0.35 -0.75  0.5388
Cl 5.92 2.84 -2.10  0.5112
Cl 3.31 1.48 -2.30  0.5488
Cl 5.50 -3.43 6.14  0.5809
P 4.79 -3.17 -2.62  0.4417
P -3.04 8.60 -3.31  0.4714
P -4.47 1.00 -4.97  0.4294
P -0.63 -1.03 1.13  0.4570
P 0.91 -7.52 5.10  0.4440
O 5.98 -2.09 -2.78  -0.2474
O -1.53 8.34 -3.78  -0.1911
O -0.86 -0.48 2.62  -0.2222
O 0.99 -0.95 1.03  -0.1660
O -3.15 8.10 -1.76  -0.1809
O -1.07 0.24 0.26  -0.1906
O -4.46 2.55 -4.65  -0.1811
O -1.20 -2.37 0.82  -0.2136
O 1.34 -8.43 4.05  -0.2157
O -4.05 7.97 -4.20  -0.2384
O 1.95 -6.34 5.37  -0.1676
O 3.52 -2.26 -2.45  -0.1797
O -0.44 -6.61 4.85  -0.2040
O 5.04 -3.68 -1.09  -0.2088
O 4.66 -4.26 -3.60  -0.2169
O -3.22 10.20 -3.14  -0.1758
O -4.34 0.36 -3.49  -0.2015
O -6.00 0.61 -5.29  -0.1659
O -3.42 0.51 -5.87  -0.2148
O 0.67 -8.20 6.54  -0.1922
C -4.38 1.56 -1.30  -0.0542
C -1.64 11.90 -3.76  -0.0649
C 2.47 -2.77 0.52  -0.0282
C 2.13 -4.00 6.03  -0.1029
C -1.58 -7.24 4.33  -0.2843
C -1.00 2.69 -0.41  -0.1105
C 1.21 -1.37 -2.38  -0.1216
C 1.76 -5.44 6.44  -0.2598
C 0.47 2.47 6.49  -1.5082
C 8.23 -1.38 -2.46  -0.0704
C -1.45 7.00 -5.75  -0.0712
C 5.09 1.26 -2.18  -1.4764
C -6.60 -1.61 -4.33  -0.0761
C -1.08 7.08 -4.26  -0.2528
C -0.83 -2.69 3.83  -0.0834
C -0.81 -9.39 8.04  -0.0768
C -5.17 0.69 -2.36  -0.2451
C 5.04 -5.08 -0.88  -0.2830
C -6.38 -0.73 -5.56  -0.2765
C -2.24 11.07 -2.59  -0.2453
C -0.34 -1.24 3.75  -0.2444
C -2.92 6.75 -1.36  -0.2892
C 4.05 3.77 1.49  -1.5163
C -2.52 -6.13 3.79  -0.0689
C 7.35 -2.57 -2.79  -0.2394
C -3.42 3.42 -5.06  -0.2458
C -3.95 5.71 -1.71  -0.0529
C -3.74 3.81 -6.50  -0.0642
C 1.58 -1.65 -0.04  -0.3068
C -0.42 1.55 0.42  -0.2624
C 5.71 -2.85 4.49  -1.5557
C -2.51 3.13 3.32  -1.5135
C 3.80 -5.91 -1.16  -0.0777
C 2.18 -2.47 -2.85  -0.2115
C -0.08 -9.42 6.71  -0.2567
H 2.10 -2.70 -3.91  0.1288
H -2.51 6.80 -5.89  0.0551
H -6.20 0.95 -2.58  0.1146
H -7.28 -0.77 -6.18  0.1144
H 3.12 -5.72 -0.33  0.0712
H 3.90 -6.96 -1.40  0.0873
H 6.05 -1.82 4.49  0.0134
H -1.66 6.30 -3.77  0.0898
H 3.24 -2.36 1.17  0.0288
H 3.47 3.65 0.58  -0.0282
H -4.81 4.00 -6.54  0.0859
H -0.63 12.31 -3.67  0.0700
H -1.19 7.97 -6.17  0.0805
H -4.47 2.60 -1.62  0.0540
H 0.66 -10.22 6.79  0.1218
H 0.96 -0.74 -3.23  0.0889
H -5.72 -1.30 -6.22  0.1185
H -5.29 -0.28 -1.88  0.1054
H -0.35 1.81 6.22  -0.0429
H -3.87 4.77 -1.16  0.0606
H -2.19 -7.79 5.05  0.1162
H -0.77 -0.84 4.67  0.1075
H -1.49 10.55 -1.99  0.1127
H 8.30 -1.30 -1.37  0.0746
H -3.90 5.47 -2.77  0.0466
H -2.41 3.02 -4.90  0.1241
H -3.46 -6.55 3.42  0.0741
H 1.64 -0.74 -1.60  -0.0090
H 1.47 -3.20 6.35  0.0704
H -0.36 3.56 -0.28  0.0736
H -0.92 6.31 -6.40  0.0769
H 7.47 -3.46 -2.18  0.1165
H -2.19 12.79 -4.05  0.0721
H 3.08 -3.25 -0.25  0.0380
H -1.21 -7.73 3.42  0.1183
H -0.04 6.91 -4.01  0.1235
H 5.39 0.74 -3.08  0.0129
H -1.87 6.51 -1.57  0.1104
H -3.31 1.45 -1.44  0.0544
H -3.57 4.28 -4.42  0.0921
H -2.73 11.76 -1.90  0.1144
H 2.06 -0.89 -0.67  0.0604
H 2.21 -3.93 4.95  0.0212
H 1.81 -3.40 -2.39  0.1220
H -1.20 -10.35 8.36  0.0782
H -2.06 2.83 -0.21  0.0147
H 0.28 -1.79 -2.01  0.0897
H -3.57 3.09 -7.31  0.0780
H 3.32 -5.63 -2.11  0.0610
H -4.65 1.30 -0.28  0.0230
H -2.95 -5.60 4.64  0.0723
H -0.04 -9.10 8.76  0.0803
H -0.25 -3.30 3.14  0.0647
H -1.58 2.67 3.65  -0.0500
H -0.43 1.93 1.44  0.0878
H -1.67 -8.72 8.12  0.0744
H 5.43 -5.45 0.08  0.1215
H -2.81 6.88 -0.28  0.1021
H -7.10 -2.54 -4.60  0.0787
H 0.73 -5.37 6.79  0.1116
H -4.98 6.07 -1.62  0.0961
H 0.82 -2.05 -0.71  0.0637
H 3.08 -3.72 6.48  -0.0085
H -1.85 -2.68 3.45  0.0818
H -2.05 -5.43 3.09  0.0709
H 9.25 -1.42 -2.84  0.0787
H -7.07 -1.12 -3.48  0.0699
H 7.36 -2.82 -3.86  0.1222
H 2.45 -5.80 7.20  0.1217
H -0.61 -3.12 4.81  0.0705
H -0.98 2.31 -1.43  0.0784
H -0.77 -9.61 5.88  0.1103
H 0.64 1.48 0.18  0.1085
H -3.33 4.76 -6.86  0.0595
H 5.81 -5.42 -1.59  0.1022
H -5.63 -1.99 -3.99  0.0748
H -1.48 11.21 -4.59  0.0694
H 2.04 -3.63 1.04  0.0852
H 0.75 -1.20 3.82  0.1071
H 7.83 -0.51 -2.98  0.0724

Results
LUMO level: -0.6 eV



Entry 2:
2 unconnected molecules or ions with the total composition C5H14S2. Source: OMol25; level of theory: ωB97M-V/def2-TZVPD.

Each line ends with the natural charge from an NBO analysis.
Element x y z (Å)
S -0.49 3.29 -1.13  -0.0490
S 1.87 -2.32 -0.42  0.1869
C 1.36 -1.93 1.27  -0.5260
C -2.14 2.99 -0.43  -0.5127
C -0.06 -2.44 1.51  -0.6181
C 3.53 -1.61 -0.36  -0.7527
C -3.12 2.37 -1.41  -0.6184
H 3.49 -0.52 -0.16  0.2133
H -0.21 2.01 -1.43  0.1166
H -3.23 3.01 -2.30  0.2153
H -0.38 -2.21 2.54  0.2154
H 2.07 -2.40 1.98  0.2056
H 1.41 -0.84 1.42  0.2057
H 4.15 -2.09 0.40  0.2125
H -4.11 2.25 -0.94  0.2111
H -2.49 3.99 -0.10  0.2187
H -0.10 -3.54 1.37  0.2139
H -0.76 -1.97 0.80  0.2112
H -2.03 2.36 0.48  0.2103
H -2.76 1.38 -1.74  0.2074
H 4.00 -1.76 -1.35  0.2329

Results
SMILES: CCSC.CCS
LUMO level: 0.7 eV



Entry 3:
A single C5H9ClFN3O2 molecule. Source: OMol25; level of theory: ωB97M-V/def2-TZVPD.

Each line ends with the natural charge from an NBO analysis.
Element x y z (Å)
Cl -3.55 -0.61 -1.42  -0.0867
F 3.78 -1.77 -0.71  -0.3766
O 0.17 -0.84 1.29  -0.5630
O 0.44 2.48 -1.00  -0.3501
N -1.10 0.78 0.22  -0.6903
N 1.24 0.71 0.12  -0.3517
N 1.41 1.84 -0.67  0.2635
C 2.54 0.05 0.03  -0.2755
C -3.02 -0.93 0.27  -0.3654
C -2.42 0.45 0.83  -0.2427
C 0.07 0.13 0.72  0.8036
C 2.64 -0.95 -1.17  0.0257
H -3.14 1.39 0.80  0.2333
H 3.29 1.04 0.19  0.2487
H -2.13 0.07 1.83  0.2122
H -2.30 -1.68 0.26  0.2186
H -3.97 -1.21 0.95  0.2228
H 1.55 -1.48 -1.05  0.1885
H 2.71 -0.68 1.02  0.2482
H 2.80 -0.43 -2.07  0.1900
H -1.00 1.64 -0.44  0.4468

Results
SMILES: O=NN(CCF)C(=O)NCCCl
LUMO level: -0.2 eV



Entry 4:
4 unconnected molecules or ions with the total composition C22H47ClFNO8S. Source: OMol25; level of theory: ωB97M-V/def2-TZVPD.

Each line ends with the Löwdin charge.
Element x y z (Å)
Cl -0.11 4.51 -1.82  0.4901
S 1.68 -1.75 0.24  0.9306
F 0.65 0.51 1.93  -0.0345
O 7.14 1.86 1.06  -0.1658
O 1.61 -2.85 -0.89  -0.3097
O 1.68 -2.11 5.64  -0.1618
O -5.33 0.30 -5.14  -0.1835
O 2.91 -1.77 1.18  -0.2892
O 0.14 -1.62 1.01  -0.1950
O 1.52 -0.30 -0.69  -0.2510
O -2.87 -2.02 0.31  -0.0465
N -4.08 0.01 -0.27  -0.1708
C 2.99 -4.16 6.08  -0.0837
C -5.75 1.40 -5.95  -0.2768
C 1.78 -2.16 4.22  -0.2714
C 7.95 0.82 3.14  -0.0845
C -4.08 -0.25 -1.76  -0.1122
C -0.48 3.10 -0.62  -0.6290
C -5.01 -0.91 -5.83  -0.2775
C 6.29 0.79 0.66  -0.2692
C 0.65 -2.94 3.57  -0.0696
C -3.88 -0.76 -6.82  -0.0805
C -2.95 -0.67 0.46  -0.2334
C 7.33 2.03 2.47  -0.2812
C -0.27 -0.18 0.96  -0.2500
C -0.61 3.80 0.86  -0.1453
C -4.24 1.47 0.08  -0.1060
C -0.58 0.01 -1.87  -0.0010
C 0.73 1.99 -0.58  -0.1234
C -7.00 1.12 -6.76  -0.0819
C 0.22 0.43 -0.48  -0.3149
C 4.87 0.91 1.19  -0.0759
C -1.83 0.01 1.44  0.0283
C 1.72 -3.37 6.32  -0.2806
H -5.91 -1.32 -6.31  0.1065
H -1.46 2.61 -1.02  0.0781
H -1.27 3.20 1.62  0.0695
H 6.26 0.81 -0.43  0.1196
H 6.39 2.31 2.95  0.1039
H 8.11 1.01 4.21  0.0770
H 8.00 2.88 2.59  0.1173
H 0.50 3.81 1.32  0.0992
H -4.85 1.97 -0.81  0.1119
H 2.75 -2.55 3.92  0.1036
H 0.83 -3.96 6.07  0.1040
H -6.85 0.30 -7.47  0.0657
H -5.21 -0.33 -2.11  0.1150
H -1.20 -0.97 -1.75  0.0949
H -1.98 1.14 1.68  0.1034
H -4.72 -1.63 -5.06  0.1154
H -7.30 2.01 -7.33  0.0797
H 4.42 1.86 0.88  0.0797
H 1.74 -1.12 3.87  0.1103
H -4.92 1.72 -6.60  0.1056
H 0.65 -3.99 3.87  0.0745
H -2.98 -0.38 -6.33  0.0815
H -0.92 4.93 0.79  0.0793
H 2.98 -5.09 6.65  0.0768
H 7.31 -0.07 3.06  0.0651
H 4.25 0.09 0.82  0.0456
H -3.65 -1.72 -7.29  0.0801
H -3.60 0.64 -2.38  0.0946
H 1.64 -3.14 7.39  0.1171
H 4.84 0.88 2.28  0.0718
H 1.55 2.22 0.24  0.1322
H -1.92 -0.56 2.49  0.1640
H 1.30 2.09 -1.62  0.1384
H 3.11 -4.42 5.02  0.0658
H -7.83 0.83 -6.10  0.0831
H -3.54 -1.24 -2.09  0.1013
H 6.74 -0.17 0.94  0.1075
H 0.74 -2.91 2.48  0.0399
H -3.22 2.07 0.14  0.0682
H -4.13 -0.05 -7.62  0.0660
H 8.91 0.57 2.68  0.0822
H 3.87 -3.57 6.37  0.0823
H 0.24 -0.22 -2.70  0.1277
H -4.92 1.64 1.05  0.1160
H -0.32 -2.52 3.85  0.0858
H -1.26 0.86 -2.30  0.0818
H -5.95 2.23 -5.27  0.1179

Results
SMILES: C[C@@H](Cl)C[C@@]1(C)OS(=O)(=O)O[C@]1(F)CC(=O)N(C)C.CCOCC.CCOCC.CCOCC
LUMO level: -0.2 eV



Entry 5:
A molecular structure, C11H35AsF6O6. Source: OMol25; level of theory: ωB97M-V/def2-TZVPD.

Each line ends with the natural charge from an NBO analysis.
Element x y z (Å)
As -0.94 3.31 -1.02  2.8412
F -1.34 4.94 -1.34  -0.6078
F 0.47 3.45 -2.01  -0.6267
F -0.46 1.64 -0.71  -0.6783
F -0.04 3.74 0.40  -0.6374
F -1.84 2.70 -2.37  -0.6413
F -2.33 3.11 -0.03  -0.6279
O 0.50 -0.72 -0.41  -0.8418
O -1.22 2.19 2.75  -0.7406
O 2.38 0.26 -2.10  -0.7476
O 2.06 0.78 1.18  -0.7586
O -1.00 -0.33 -2.37  -0.7730
O -1.67 -0.43 0.92  -0.7707
C -1.58 -0.59 -3.66  0.0952
C -2.69 -1.29 1.48  0.0990
C 3.76 0.29 -1.82  -0.2480
C -0.65 -1.50 -4.41  -0.6260
C 2.80 0.07 2.19  0.0953
C -2.95 -1.22 -3.46  -0.6303
C 2.56 -1.41 2.02  -0.6323
C -3.06 -0.85 2.87  -0.6417
C 4.30 0.38 2.10  -0.6335
C -0.36 1.30 3.42  -0.2422
C -2.22 -2.71 1.39  -0.6284
H -2.78 -3.33 2.08  0.2208
H 4.12 1.30 -1.60  0.1691
H 1.18 -0.02 -0.29  0.5700
H -2.32 -1.11 3.63  0.2079
H 0.02 0.52 2.76  0.1599
H -0.18 -0.63 0.32  0.5510
H 4.52 1.39 1.78  0.2120
H 1.57 -1.74 2.33  0.2148
H -1.01 -1.79 -5.40  0.2184
H 4.37 -0.14 -2.62  0.1725
H -1.71 0.33 -4.24  0.1889
H 3.92 -0.35 -0.95  0.1751
H -0.92 0.85 4.24  0.1707
H -3.20 0.24 2.93  0.2359
H 3.26 -1.94 2.68  0.2175
H -1.17 -2.81 1.69  0.2099
H -0.77 2.55 1.97  0.4943
H 0.48 1.82 3.91  0.1559
H 0.04 -0.62 -1.31  0.5524
H 4.77 -0.31 1.39  0.2056
H -0.49 -2.45 -3.89  0.2093
H -1.34 0.50 -2.03  0.5276
H 2.42 0.36 3.17  0.1720
H 2.19 0.63 -2.97  0.4864
H 0.32 -1.05 -4.62  0.2123
H -2.35 -3.11 0.38  0.2173
H -2.03 0.47 0.88  0.5162
H -2.88 -1.99 -2.69  0.2079
H 2.79 -1.79 1.02  0.2139
H -4.03 -1.26 3.17  0.2169
H -3.69 -0.50 -3.10  0.2188
H 2.56 1.53 0.84  0.4939
H -3.57 -1.18 0.84  0.1699
H -3.34 -1.70 -4.37  0.2144
H 4.75 0.22 3.08  0.2241

Results
LUMO level: 0.4 eV



Entry 6:
A molecular structure, C3H3NiO3. Source: OMol25; level of theory: ωB97M-V/def2-TZVPD.

Each line ends with the natural charge from an NBO analysis.
Element x y z (Å)
Ni 0.64 1.71 -0.07  1.4953
O -3.06 2.93 1.28  -0.2880
O 0.27 -1.13 -0.48  -0.3692
O -0.90 2.62 0.52  -0.7519
C 1.14 -0.16 -0.61  -0.1498
C -1.96 2.84 0.97  1.1202
C 0.51 -2.41 -0.27  0.2759
H -0.36 -3.07 -0.30  0.2487
H 2.16 -0.57 -0.74  0.2036
H 1.55 -2.75 -0.31  0.2152

Results
Net charge: +2
⟨S²⟩: 3.777
Multiplicity: 4
LUMO level (alpha / beta): -10.2 / -12.4 eV



Entry 7:
A molecular structure, H16HgO8. Source: OMol25; level of theory: ωB97M-V/def2-TZVPD.

Each line ends with the natural charge from an NBO analysis.
Element x y z (Å)
Hg -27.73 23.50 -5.89  1.7363
O -27.21 25.94 -5.80  -0.9920
O -29.08 24.28 -3.97  -0.9565
O -25.39 23.90 -6.47  -1.0027
O -27.95 24.29 -8.06  -0.9928
O -29.99 22.67 -6.32  -0.9740
O -27.65 21.47 -7.22  -0.9830
O -26.21 24.02 -3.81  -0.9662
O -27.60 21.52 -4.43  -0.9913
H -27.76 20.65 -6.72  0.5047
H -24.96 23.42 -7.23  0.5211
H -27.45 26.53 -5.13  0.5131
H -24.78 24.64 -6.23  0.5120
H -27.57 25.10 -8.26  0.5087
H -30.11 22.46 -7.25  0.5058
H -28.68 24.53 -3.13  0.4859
H -26.72 26.34 -6.54  0.5094
H -26.75 24.63 -3.24  0.4813
H -28.44 23.87 -8.79  0.5246
H -27.65 21.17 -8.11  0.5059
H -28.02 20.69 -4.24  0.5061
H -27.16 21.73 -3.61  0.5161
H -25.33 24.45 -3.88  0.5106
H -29.75 23.69 -3.64  0.5071
H -30.26 21.88 -5.78  0.5099

Results
Net charge: +2
LUMO level: -7.6 eV



Entry 8:
A molecular structure, C42H43N7O4Re. Source: OMol25; level of theory: ωB97M-V/def2-TZVPD.

Each line ends with the Löwdin charge.
Element x y z (Å)
Re -0.09 1.03 -0.82  1.7400
O -0.34 -1.40 2.12  -0.2041
O 1.74 0.80 -1.54  -0.1951
O 3.52 -0.55 -1.61  0.1749
O 1.10 0.18 0.82  -0.1584
N -0.03 -3.16 -2.18  -0.0621
N -2.01 1.12 -0.49  -0.1025
N -0.02 -1.95 -4.27  -0.0717
N -0.52 -0.74 -2.19  -0.1546
N -0.76 2.13 -2.51  -0.0362
N -0.31 2.46 0.79  -0.0176
N -2.10 -2.37 -3.13  -0.0714
C -0.02 2.69 -3.45  -0.0767
C -1.76 -2.87 3.27  -0.1371
C 2.52 -0.12 0.55  -0.2571
C -1.44 -2.25 -4.44  -0.1348
C 4.88 3.04 2.30  -0.0549
C -1.97 -1.12 -2.43  -0.1559
C -4.88 2.25 -2.65  -0.0243
C -4.21 1.68 -1.54  0.0303
C -0.59 3.29 -4.58  -0.0046
C 4.59 1.34 0.62  0.0052
C 0.13 -0.70 -3.57  -0.1362
C 2.69 -2.69 0.57  -0.0147
C -1.20 -2.54 1.90  -0.1697
C -1.96 3.32 -4.71  0.0437
C 0.61 -3.02 -3.50  -0.1231
C -3.46 0.85 1.56  0.0102
C 0.10 -1.91 -1.48  -0.1915
C 3.74 -2.64 3.12  -0.0509
C -0.69 3.50 3.35  0.0459
C 3.64 2.72 2.83  -0.0681
C 0.37 3.89 2.58  -0.0185
C 2.91 -1.46 1.18  -0.1190
C -2.77 2.76 -3.70  -0.1314
C -2.85 1.63 -1.52  -0.2175
C 2.66 0.00 -0.98  -0.5318
C -2.36 1.30 0.87  -0.2066
C 2.87 1.72 2.25  -0.0767
C 2.98 -3.88 1.23  -0.0491
C -2.77 2.10 3.52  0.0037
C 0.54 3.33 1.30  -0.0777
C 3.46 -1.45 2.46  -0.0178
C -1.42 2.12 1.53  -0.1550
C -3.64 1.25 2.90  -0.0318
C -1.45 -3.44 -2.37  -0.1383
C -0.06 -1.25 3.54  -0.1387
C -2.12 2.18 -2.61  -0.1730
C -1.63 2.57 2.83  -0.1340
C -4.19 2.77 -3.71  0.0085
C -0.59 -2.52 4.18  -0.1328
C 3.33 1.04 1.13  -0.1678
C 5.35 2.35 1.20  -0.0389
C 3.49 -3.86 2.51  -0.0559
H 2.81 -4.82 0.72  0.1156
H -1.94 -3.54 -1.40  0.1304
H -4.52 0.89 3.43  0.1225
H -4.71 3.21 -4.55  0.1312
H -4.18 0.19 1.09  0.1215
H -2.96 2.44 4.53  0.1305
H -0.60 -3.36 1.51  0.1296
H -2.08 -3.91 3.35  0.1271
H 1.02 -1.11 3.65  0.1131
H 2.34 -2.77 -0.45  0.0968
H -5.96 2.27 -2.66  0.1240
H -1.57 -4.38 -2.91  0.1393
H -0.87 -2.37 5.22  0.1267
H -0.58 -0.36 3.89  0.1218
H 1.67 -2.80 -3.37  0.1404
H 4.98 0.80 -0.23  0.1255
H 3.69 -0.52 2.96  0.1159
H -2.43 -0.34 -3.01  0.1219
H -0.35 0.10 -4.14  0.1232
H 4.17 -2.61 4.12  0.1161
H 1.19 -0.48 -3.44  0.1250
H -2.62 -2.23 3.50  0.1172
H 0.05 3.72 -5.33  0.1261
H 0.52 -3.96 -4.04  0.1398
H 1.05 2.63 -3.33  0.1292
H 0.17 -3.30 4.14  0.1232
H 3.73 -4.79 3.02  0.1154
H 1.09 4.61 2.94  0.1237
H -0.35 -1.98 -0.49  0.1070
H 1.40 3.60 0.70  0.1381
H -0.82 3.90 4.35  0.1373
H 1.93 1.43 2.70  0.1141
H -2.42 3.78 -5.58  0.1376
H 0.59 -0.61 1.23  0.0704
H -4.81 1.29 -0.73  0.1126
H 5.48 3.82 2.75  0.1151
H -2.45 -1.19 -1.45  0.1239
H -1.55 -3.19 -4.98  0.1390
H -1.92 -1.46 -5.01  0.1361
H 3.28 3.23 3.71  0.1105
H -1.96 -2.25 1.17  0.1110
H 6.32 2.58 0.79  0.1178
H 1.16 -1.69 -1.39  0.0803

Results
Net charge: +2
⟨S²⟩: 0.788
Multiplicity: 2
LUMO level (alpha / beta): -7.3 / -6.8 eV



Max |F| for every record listed, in sequence, given in eV/Å: 4.32; 0.58; 10.22; 8.26; 1.06; 3.98; 3.05; 1.12.
Energy for every record listed, in sequence, given in hartree: -30520.6765; -995.2591; -1070.5688; -2481.0393; -3726.6187; -1849.2677; -764.3241; -2388.3762.
Molecular weight for every record listed, in sequence, given in g mol⁻¹: 1907.7; 138.3; 197.6; 540.1; 452.3; 145.7; 344.7; 896.1.